# 1
{
  "formula": "C11H18",
  "method": "ωB97M-V with the def2-TZVPD basis set",
  "de_lowest_kj_mol": 577.23,
  "orbital_gap_ev": 9.01,
  "smiles": "CC(C)(C)C.c1ccccc1",
  "total_energy_ha": -429.72076,
  "fmax_ev_per_a": 10.21,
  "symbols": ["C", "C", "C", "C", "C", "C", "C", "C", "C", "C", "C", "H", "H", "H", "H", "H", "H", "H", "H", "H", "H", "H", "H", "H", "H", "H", "H", "H", "H"],
  "xyz": [[0.93, -1.01, -1.39], [1.72, 0.17, -1.35], [1.29, 1.20, -2.28], [0.25, 0.97, -3.18], [-0.37, -0.27, -3.23], [0.03, -1.33, -2.41], [-0.44, 0.06, 1.59], [0.83, 0.12, 2.20], [-0.94, -1.36, 1.91], [-0.41, 0.08, 0.27], [-1.28, 1.30, 2.16], [1.07, -1.79, -0.57], [2.53, 0.40, -0.58], [1.72, 2.23, -2.08], [-0.07, 1.74, -3.94], [-1.14, -0.35, -4.00], [-0.48, -2.27, -2.51], [1.04, 0.30, 3.44], [1.38, -0.73, 1.94], [1.46, 0.88, 1.50], [-1.94, -1.60, 1.48], [-0.13, -2.10, 1.68], [-1.37, -1.52, 2.98], [-1.38, -0.43, -0.18], [0.50, -0.43, -0.14], [-0.53, 1.08, -0.23], [-0.85, 2.19, 1.80], [-2.27, 1.18, 1.85], [-1.16, 1.28, 3.29]]
}


# 2
{
  "formula": "C11H18BrCl",
  "method": "ωB97M-V with the def2-TZVPD basis set",
  "de_lowest_kj_mol": 393.14,
  "orbital_gap_ev": 7.51,
  "total_energy_ha": -3463.81662,
  "fmax_ev_per_a": 5.21,
  "symbols": ["C", "C", "C", "C", "C", "C", "C", "C", "C", "C", "C", "Cl", "Br", "H", "H", "H", "H", "H", "H", "H", "H", "H", "H", "H", "H", "H", "H", "H", "H", "H", "H"],
  "xyz": [[0.41, -3.95, 0.74], [1.40, -3.18, 1.18], [-0.53, 1.73, 0.47], [1.85, 0.53, -1.23], [-1.80, 0.67, -1.35], [-3.06, 1.25, 0.83], [-2.24, 3.13, -0.73], [2.07, -2.32, 0.31], [2.99, 0.01, -0.42], [2.51, -0.91, 0.73], [-1.97, 1.66, -0.11], [-0.26, 1.37, 2.05], [2.42, 2.14, -2.14], [-0.10, -4.58, 1.33], [0.02, -3.73, -0.34], [1.71, -3.25, 2.18], [-2.80, 0.31, -1.81], [-1.30, 1.15, -2.09], [-1.30, -0.31, -1.09], [-2.99, 2.06, 1.68], [-3.06, 0.24, 1.11], [-4.04, 1.51, 0.32], [-3.33, 3.22, -1.10], [-1.57, 3.23, -1.61], [-1.97, 3.95, 0.06], [1.44, -1.99, -0.57], [2.94, -2.82, -0.10], [3.73, 0.75, -0.04], [3.57, -0.62, -1.11], [1.89, -0.40, 1.45], [3.39, -0.87, 1.38]]
}


# 3
{
  "formula": "C11H18BrN2",
  "method": "ωB97M-V with the def2-TZVPD basis set",
  "orbital_gap_ev": [7.72, 7.72],
  "total_energy_ha": -3113.06100,
  "charge": 1,
  "fmax_ev_per_a": 4.40,
  "symbols": ["C", "C", "C", "C", "C", "C", "C", "C", "C", "C", "C", "N", "N", "Br", "H", "H", "H", "H", "H", "H", "H", "H", "H", "H", "H", "H", "H", "H", "H", "H", "H", "H"],
  "xyz": [[-2.01, -1.45, 2.09], [-0.66, -1.70, 1.68], [-2.97, -1.41, 1.18], [-0.30, -1.91, 0.39], [-2.71, -1.44, -0.30], [-0.68, 1.14, -0.02], [0.50, 0.52, -1.94], [0.72, 1.19, 0.81], [1.78, 0.64, -1.23], [-1.26, -1.55, -0.67], [3.13, 1.57, 0.33], [-0.70, 0.39, -1.21], [1.76, 1.59, -0.13], [-0.88, -2.48, -2.34], [-2.10, -1.37, 3.18], [0.05, -1.80, 2.46], [-3.97, -1.17, 1.39], [0.60, -2.26, 0.12], [-3.44, -2.35, -0.49], [-3.23, -0.66, -0.91], [-1.50, 0.96, 0.61], [-0.83, 2.23, -0.27], [0.42, 1.52, -2.45], [0.38, -0.08, -2.89], [0.59, 2.05, 1.54], [0.85, 0.18, 1.17], [2.12, -0.32, -0.94], [2.44, 0.87, -2.13], [3.29, 0.64, 0.93], [3.78, 1.51, -0.47], [3.35, 2.46, 0.93], [1.47, 2.50, -0.41]]
}